No. 1
8 unconnected molecules or ions with the total composition C35H80F6N8O13S6. Source: the Open Molecules 2025 dataset; level of theory: ωB97M-V/def2-TZVPD.

Results
energy relative to the best compared isomer or geometry (same formula, charge and spin)	0.000	eV
charge	+2
DFT total energy	-5785.3871	Ha
orbital gap	10.02	eV

Last column: Mulliken charge in e.
Element x y z (Å)
S 3.42 0.64 2.02  0.73
S -4.84 -0.37 0.70  0.91
S -3.96 1.21 -0.93  0.75
S 1.17 -4.42 0.33  0.81
S 3.36 2.32 0.26  1.09
S 0.55 -3.80 -1.85  0.90
F -2.75 1.30 -2.03  -0.32
F -4.85 -1.98 0.74  -0.31
F 2.56 2.52 -1.17  -0.30
F 3.42 -0.98 1.97  -0.25
F 0.86 -2.56 -2.90  -0.36
F 1.39 -3.55 1.69  -0.20
O -0.88 -3.97 -2.06  -0.48
O 2.77 3.31 1.15  -0.62
O -4.17 -0.13 1.98  -0.52
O 4.68 2.62 -0.30  -0.69
O 2.36 0.96 2.96  -0.40
O 4.82 0.93 2.41  -0.64
O -0.06 -5.12 0.60  -0.62
O 1.43 -4.80 -2.42  -0.66
O -3.46 2.14 0.11  -0.46
O -6.23 0.03 0.51  -0.56
O -0.47 0.97 1.20  0.40
O -5.10 1.54 -1.77  -0.65
O 2.36 -5.23 0.33  -0.59
N -4.28 -2.39 -4.08  0.63
N -0.85 -0.39 5.74  0.34
N 1.09 -3.03 -0.62  -0.41
N 0.71 -0.29 -0.40  2.45
N 2.96 0.82 0.43  -0.39
N 5.30 -1.57 -2.13  0.58
N -1.03 5.16 0.95  0.87
N -3.80 -0.27 -0.58  0.10
C 5.69 -1.36 -0.64  -0.22
C 0.22 0.23 -1.73  0.34
C -4.71 -0.91 -4.30  -0.45
C -3.24 -2.72 -5.19  -0.88
C -0.18 6.43 4.62  -1.39
C -0.84 6.52 0.20  -0.41
C -3.61 -2.42 -2.69  -1.10
C -0.32 -0.11 0.68  -0.41
C 0.84 5.00 -0.56  -0.62
C 3.46 1.04 -4.21  -1.07
C 7.24 -2.85 -1.80  -0.80
C 1.17 -3.78 5.49  -1.53
C -0.51 1.70 4.57  0.26
C 4.28 -2.70 -2.21  -1.41
C -2.16 -4.66 -6.41  -1.49
C -0.76 0.18 4.33  -0.12
C 0.00 1.80 6.05  -0.92
C 0.07 6.25 -0.96  -0.79
C 6.62 -1.92 -2.83  -0.59
C -6.63 -2.14 -3.46  -0.98
C -2.88 -4.25 -5.21  0.09
C -1.27 -1.26 0.98  0.19
C -0.94 6.05 3.39  -0.59
C -5.64 -3.04 -4.27  -0.64
C 0.16 0.40 6.52  -0.60
C 4.20 -0.30 -4.08  -0.54
C -6.17 -0.76 -3.80  -0.15
C -2.45 4.73 1.19  -1.32
C 4.72 -0.27 -2.62  0.11
C -0.28 5.15 2.32  -0.28
C -0.29 4.18 0.03  0.56
C -0.53 -1.91 5.63  -0.55
C -2.27 -0.31 6.19  -0.91
C 0.81 -2.37 5.01  0.41
C 7.03 -2.18 -0.46  -0.61
H 6.25 -2.37 -3.75  0.44
H -0.65 -2.05 1.41  0.01
H 1.59 0.17 -0.14  -0.57
H 7.11 -0.98 -3.06  0.39
H 1.65 -1.76 5.35  0.25
H -0.79 2.34 6.58  0.34
H -0.66 -2.17 6.68  0.40
H -6.18 -0.16 -2.89  0.04
H -1.96 -5.73 -6.51  0.41
H 2.62 1.13 -3.52  0.02
H 5.09 -0.29 -4.72  0.45
H -5.79 -2.98 -5.34  0.39
H -1.22 -4.12 -6.50  0.32
H -1.24 6.95 2.85  0.37
H 4.81 -1.76 -0.13  0.12
H 3.82 -0.17 -2.01  -0.77
H 3.37 -2.26 -1.81  0.34
H 0.35 1.31 -1.67  0.01
H -6.55 -2.36 -2.39  0.28
H -6.71 -0.17 -4.54  0.40
H 0.97 -1.28 -0.37  0.27
H 8.26 -3.08 -2.10  0.52
H -2.89 -1.03 5.67  0.31
H 0.10 -0.23 3.80  -0.30
H 7.92 -1.61 -0.20  0.36
H 1.63 5.23 0.15  0.37
H -7.63 -2.45 -3.76  0.50
H 3.10 1.11 -5.24  0.46
H 2.24 -3.95 5.35  0.39
H 0.99 -0.18 -2.38  0.03
H 1.36 4.46 -1.35  0.33
H -2.40 -2.12 -4.85  0.46
H -4.65 -0.60 -5.35  0.50
H 3.61 -1.17 -4.34  0.31
H -1.91 5.58 3.59  0.43
H 4.01 1.98 -4.10  0.40
H -1.28 -2.21 4.89  0.36
H -1.41 2.30 4.46  0.34
H 5.82 -0.32 -0.34  0.30
H 1.03 -3.85 6.57  0.42
H 6.72 -3.81 -1.88  0.30
H 0.57 -4.46 4.90  0.38
H -3.79 -4.82 -5.02  0.29
H -2.56 3.82 1.78  0.22
H -2.82 -4.50 -7.27  0.37
H 0.20 5.57 5.16  0.25
H -0.72 -0.18 -2.09  -0.29
H 1.14 -0.02 6.32  0.26
H -2.21 -0.52 7.25  0.41
H 0.25 2.04 3.88  -0.36
H -1.85 6.78 -0.11  0.35
H 0.69 5.54 1.98  0.54
H 0.92 2.37 6.06  0.50
H -2.89 5.61 1.66  0.64
H 0.55 7.16 -1.31  0.46
H -3.98 -0.25 -3.82  0.08
H -3.50 -2.47 -6.22  0.47
H 0.04 3.30 0.57  -1.04
H -1.81 -1.61 0.10  -0.10
H 5.41 0.57 -2.59  0.74
H -4.36 -2.16 -1.96  0.11
H -0.21 0.20 7.53  0.44
H -0.43 7.22 0.93  0.40
H -5.54 -4.07 -3.94  0.45
H -2.71 -1.83 -2.73  0.37
H -0.90 6.92 5.27  0.40
H 6.85 -2.98 0.25  0.33
H 4.26 -3.22 -3.16  0.27
H -2.30 -4.42 -4.30  0.08
H -1.96 -0.84 1.71  -0.30
H -2.60 0.73 6.12  0.38
H -3.03 4.62 0.27  0.35
H 0.67 7.08 4.39  0.37
H -3.38 -3.48 -2.61  0.49
H 4.62 -3.44 -1.49  0.65
H -0.99 3.81 -0.72  0.31
H -1.63 -0.07 3.73  0.35
H -0.45 5.80 -1.81  0.26
H 0.74 -2.30 3.93  -0.28
H -0.12 4.12 2.63  -0.02

---

No. 2
8 unconnected molecules or ions with the total composition C48H120N8O16. Source: the Open Molecules 2025 dataset; level of theory: ωB97M-V/def2-TZVPD.

Results
energy relative to the best compared isomer or geometry (same formula, charge and spin)	5.711	eV
DFT total energy	-3542.1579	Ha
orbital gap	8.71	eV

Last column: Mulliken charge in e.
Element x y z (Å)
O -4.45 -1.07 1.22  -0.29
O 4.48 -0.57 -6.38  -0.30
O 8.02 -7.78 0.89  -0.30
O 2.84 3.25 6.98  -0.35
O -0.96 -0.39 -0.38  -0.10
O 3.60 6.06 2.82  -0.31
O -2.95 5.15 3.24  -0.33
O -2.52 1.92 -5.98  -0.27
O -3.60 -8.09 2.57  -0.31
O -0.98 5.29 -9.37  -0.26
O -5.93 -2.23 7.18  -0.24
O 3.92 -5.72 -0.21  -0.31
O -4.17 -7.18 -2.27  -0.31
O -1.70 10.49 0.07  -0.30
O -0.87 -3.97 7.90  -0.35
O 4.83 3.75 -8.37  -0.30
N -1.88 -0.80 2.22  -0.39
N -2.19 4.71 -6.68  -0.38
N 3.64 1.10 -8.56  -0.38
N -2.74 -6.56 0.22  -0.25
N -3.27 7.18 0.18  -0.25
N 3.17 3.20 3.96  -0.14
N 5.49 -8.08 -0.53  -0.40
N -3.42 -2.73 8.63  -0.32
C 3.87 3.50 -9.38  -0.56
C -0.41 0.39 0.67  -0.85
C 3.87 4.82 2.18  -0.70
C -2.43 9.41 -0.55  -0.49
C -1.48 0.56 1.70  -0.29
C 5.13 -1.66 -5.75  -0.77
C -5.90 -2.18 8.59  -0.60
C 3.37 -6.94 -0.63  -0.53
C -3.58 6.33 1.31  -0.61
C -3.03 -5.63 -0.86  -0.54
C 5.69 4.79 -8.74  -0.78
C -1.14 5.69 -6.94  -0.62
C -4.65 -0.38 -0.02  -0.70
C -0.95 -3.24 9.11  -0.69
C 6.77 -8.39 -1.23  -0.77
C -1.98 4.20 -5.33  -0.74
C -2.84 2.97 -5.10  -0.50
C 4.64 6.65 3.56  -0.73
C -1.44 11.51 -0.88  -0.73
C 4.38 -7.77 -1.45  -0.61
C -2.87 8.52 0.63  -0.61
C -4.48 -1.78 8.98  -0.68
C -0.26 -3.25 6.84  -0.70
C -3.37 -9.22 3.41  -0.73
C -2.16 5.07 4.42  -0.74
C 3.51 -1.00 -7.39  -0.69
C -4.45 -7.69 -3.54  -0.73
C 4.24 3.61 3.02  -0.68
C 2.96 2.37 -9.01  -0.61
C 2.78 2.03 6.10  -0.63
C -2.10 -2.25 9.03  -0.58
C -2.45 6.03 2.28  -0.51
C -2.97 -6.43 -2.10  -0.67
C 9.16 -7.99 1.73  -0.70
C 3.70 2.14 4.83  -0.77
C 2.73 0.13 -8.03  -0.45
C -2.78 -5.91 1.51  -0.64
C -0.95 5.84 -10.69  -0.79
C -2.92 0.68 -5.46  -0.67
C 7.86 -8.71 -0.17  -0.52
C -1.15 6.33 -8.35  -0.61
C -4.38 -0.23 2.34  -0.67
C 1.97 3.05 8.19  -0.66
C -2.58 -7.02 2.59  -0.69
C -7.27 -2.53 6.65  -0.82
C -3.07 -0.71 3.11  -0.69
C -0.10 -0.48 -1.45  -0.89
C 3.15 -5.05 0.78  -0.83
H -1.12 4.82 4.20  0.29
H 7.03 -7.52 -1.84  0.41
H -0.15 5.25 -6.84  0.29
H -2.35 -9.57 3.24  0.31
H 6.60 -9.18 -1.96  0.38
H -3.71 -5.37 1.69  0.33
H 6.52 5.02 -8.07  0.28
H -2.02 6.97 -8.42  0.38
H -4.01 0.76 -5.40  0.33
H -3.31 -1.65 3.60  0.33
H -4.00 -7.13 -4.36  0.31
H -0.70 5.13 -11.47  0.25
H -2.79 -5.72 -2.91  0.49
H 4.28 7.58 3.99  0.24
H -1.15 -4.01 9.86  0.29
H -7.27 -2.75 5.58  0.25
H -3.32 -7.39 0.21  0.28
H 6.18 4.53 -9.68  0.32
H -1.93 6.26 -10.92  0.30
H 2.18 0.70 -7.28  0.37
H 2.15 2.06 8.60  0.28
H 5.12 6.04 4.33  0.28
H 2.30 2.69 -8.20  0.31
H -2.15 -1.20 1.34  0.32
H -2.64 2.61 -4.09  0.41
H 2.81 4.01 4.44  0.28
H 4.02 -1.53 -8.19  0.35
H -0.91 11.11 -1.75  0.30
H -0.09 0.45 -2.02  0.30
H 5.61 -1.23 -4.87  0.26
H -3.33 -8.93 4.46  0.30
H 8.81 -8.96 -0.64  0.43
H -2.18 -1.77 10.01  0.47
H 4.37 2.71 2.43  0.45
H 4.74 2.17 5.16  0.35
H -2.26 1.16 1.23  0.08
H 0.61 -2.67 7.17  0.31
H -4.26 0.84 2.17  0.29
H 3.00 -5.62 1.70  0.34
H -4.79 -1.03 -0.88  0.26
H -3.57 -2.84 7.64  0.25
H -2.47 0.41 -4.51  0.18
H -6.62 -1.50 9.05  0.39
H 5.26 3.63 3.40  0.37
H 2.23 -4.55 0.47  0.33
H -2.06 -5.09 1.61  0.33
H -2.04 8.53 1.33  0.32
H -1.80 8.85 -1.25  0.32
H -1.75 -1.37 8.49  0.37
H -3.26 9.88 -1.07  0.34
H -7.82 -3.35 7.11  0.32
H -2.75 -0.14 -6.15  0.26
H 2.81 -1.77 -7.07  0.46
H -1.12 6.43 -6.14  0.40
H -0.68 12.16 -0.45  0.25
H -5.27 -0.29 2.98  0.51
H -2.54 4.23 4.99  0.27
H 4.37 1.35 -7.91  0.31
H -4.30 -0.82 8.48  0.33
H 3.81 -4.26 1.14  0.28
H -4.02 -5.18 -0.81  0.29
H -0.87 -2.42 6.48  0.25
H 7.43 -9.59 0.32  0.29
H -4.50 -1.56 10.05  0.43
H 5.48 6.88 2.91  0.32
H -3.89 0.35 -0.32  0.23
H 3.21 4.36 -9.46  0.36
H 2.08 -0.35 -8.77  0.26
H 10.08 -7.94 1.15  0.29
H -2.16 6.02 4.96  0.33
H -5.53 -7.78 -3.71  0.23
H 5.72 -7.33 0.11  0.30
H -4.07 7.28 -0.43  0.24
H -1.57 -7.41 2.55  0.36
H -3.84 5.34 0.93  0.32
H -4.03 -10.08 3.34  0.26
H -2.41 11.93 -1.14  0.30
H -4.05 -8.70 -3.55  0.27
H -3.87 3.24 -5.30  0.30
H 4.54 5.01 1.34  0.45
H -2.28 -4.84 -0.76  0.37
H -2.34 4.97 -4.65  0.33
H -1.54 5.65 1.81  0.35
H -2.22 3.93 -7.32  0.32
H 9.03 -8.96 2.21  0.30
H 2.91 4.58 1.74  0.24
H 9.12 -7.14 2.41  0.22
H 3.05 -7.49 0.25  0.37
H -2.63 -6.51 3.55  0.43
H 0.02 -2.80 9.31  0.37
H -3.62 9.00 1.25  0.29
H -2.04 6.93 2.74  0.36
H 4.47 -2.37 -5.25  0.31
H 0.93 -0.69 -1.16  0.33
H 5.78 -2.16 -6.45  0.30
H -0.42 -1.28 -2.12  0.22
H -0.10 1.39 0.37  0.41
H 2.02 3.85 8.92  0.25
H -0.11 6.53 -10.74  0.31
H -7.83 -1.60 6.64  0.32
H 0.97 3.03 7.75  0.28
H 3.97 -8.74 -1.75  0.32
H 4.37 3.31 -10.33  0.38
H 1.74 1.80 5.87  0.38
H -0.27 6.97 -8.43  0.39
H -2.94 0.05 3.88  0.38
H -6.08 -3.17 9.02  0.35
H 3.67 1.23 4.23  0.35
H 2.28 2.33 -9.86  0.28
H 4.79 -7.21 -2.29  0.38
H -0.96 4.03 -4.98  0.38
H 3.18 1.16 6.62  0.45
H 5.26 5.79 -8.82  0.29
H -4.44 6.67 1.89  0.30
H -0.05 -3.83 5.95  0.29
H 2.60 -6.84 -1.39  0.37
H 0.48 -0.02 1.15  0.35
H -2.13 -7.12 -2.08  0.31
H -1.05 1.18 2.48  0.47
H -5.59 0.16 -0.01  0.35

---

No. 3
A gas-phase ion, C5H6N (charge +1). Source: the Open Molecules 2025 dataset; level of theory: ωB97M-V/def2-TZVPD.

Results
energy relative to the best compared isomer or geometry (same formula, charge and spin)	3.038	eV
charge	+1
DFT total energy	-248.5041	Ha
orbital gap	9.25	eV

Last column: Mulliken charge in e.
Element x y z (Å)
N 1.77 -0.26 0.08  -0.41
C -0.73 -1.31 0.09  -0.20
C 0.81 -1.26 -0.01  0.04
C -1.25 -0.03 0.10  -0.29
C 1.15 0.93 0.17  0.02
C -0.30 1.12 0.03  -0.33
H -0.27 1.26 -1.05  0.36
H 1.19 -2.24 -0.10  0.39
H 1.67 1.90 0.19  0.36
H -1.19 -2.38 0.19  0.34
H -2.30 0.15 -0.24  0.35
H -0.56 2.12 0.54  0.37

---

No. 4
5 unconnected molecules or ions with the total composition C27H64N4O13PS. Source: the Open Molecules 2025 dataset; level of theory: ωB97M-V/def2-TZVPD.

Results
charge	-1
DFT total energy	-3003.7254	Ha
orbital gap	7.90	eV

Last column: Mulliken charge in e.
Element x y z (Å)
S -4.92 5.73 -0.68  -0.47
P -3.81 4.64 -1.88  0.24
O 5.22 -0.36 -6.24  -0.33
O 5.47 0.04 2.09  -0.30
O 0.43 5.33 -1.13  -0.55
O -2.13 -2.64 -3.06  -0.49
O -1.38 4.24 -0.54  -0.55
O -1.21 2.68 -2.74  -0.70
O -4.23 3.75 2.55  -0.48
O -5.42 0.50 5.65  -0.32
O -2.93 1.41 -1.96  -0.75
O -1.52 -5.34 0.59  -0.49
O -3.20 3.07 0.08  -0.29
O 2.34 -3.36 2.32  -0.41
O 2.06 -0.49 -2.86  -0.16
N -5.68 3.49 5.39  -0.33
N 5.50 -2.96 2.21  -0.32
N -1.29 -2.27 -0.20  -0.27
N 3.01 1.42 -5.24  -0.23
C 4.66 -4.13 1.97  -1.14
C 5.70 0.21 3.48  -0.74
C -2.54 3.55 -1.02  1.02
C -6.52 1.28 6.08  -0.80
C -6.73 2.50 5.21  -0.17
C -2.18 2.41 -2.00  0.33
C 5.76 -2.13 1.05  0.13
C -2.11 -5.36 -0.70  -0.57
C -3.46 -2.23 -2.80  -0.58
C -4.27 0.56 6.47  -0.70
C -1.15 -1.70 -2.60  -0.15
C 2.43 0.88 -2.79  -0.58
C 4.43 1.61 -5.05  -0.12
C -0.39 -4.48 0.73  -0.28
C 3.26 -3.94 1.41  0.09
C 6.38 -0.81 1.42  -0.86
C -3.98 2.38 2.85  -0.59
C 2.99 -1.34 -3.49  -0.83
C -0.43 -2.23 -1.38  0.02
C -5.51 4.22 2.92  -0.36
C 4.44 -0.92 -7.28  -0.69
C 2.17 1.68 -4.06  -0.86
C -0.64 4.90 -1.42  0.28
C -0.74 -3.01 0.92  -0.23
C 5.24 1.06 -6.20  -0.81
C 2.45 -1.95 2.45  -0.69
C -5.67 4.56 4.40  -0.97
H -2.19 -2.66 -0.45  0.09
H -7.69 2.95 5.48  0.36
H 4.80 1.13 -4.13  0.13
H 2.84 -2.34 -3.08  0.36
H -3.57 2.27 3.86  0.14
H -3.74 -2.36 -1.75  0.25
H 1.48 -1.57 2.77  0.40
H 4.02 -1.04 -3.30  0.31
H 6.45 -2.67 0.38  0.36
H -1.47 -2.95 1.73  0.39
H 0.32 -4.65 -0.09  0.24
H 0.11 -4.82 1.64  0.33
H -1.61 -0.72 -2.41  0.16
H -1.04 5.06 -2.42  0.29
H 3.45 0.98 -2.42  0.31
H -3.19 5.44 -2.85  0.05
H 7.29 -0.95 2.02  0.41
H 4.85 -1.91 0.48  -0.09
H 5.07 -2.40 2.93  0.13
H 1.14 1.50 -4.36  0.42
H 2.86 -4.94 1.19  0.39
H 4.66 -0.44 -8.24  0.33
H -6.28 3.54 2.56  0.35
H -4.84 5.23 4.67  0.41
H 3.37 -0.85 -7.08  0.29
H 2.81 -1.40 -4.57  0.19
H 5.21 -4.80 1.29  0.43
H -4.53 0.44 7.53  0.33
H -6.59 5.14 4.52  0.40
H -4.12 -2.87 -3.40  0.26
H -2.87 -4.59 -0.81  0.19
H -5.64 5.15 2.36  0.32
H -1.36 -5.25 -1.49  0.28
H 2.84 0.47 -5.55  0.15
H -6.40 1.56 7.13  0.40
H 3.18 -1.69 3.22  0.19
H -0.04 -3.22 -1.63  0.03
H 4.56 -4.66 2.92  0.41
H 4.63 2.69 -4.97  0.36
H 6.67 -0.29 0.50  0.40
H -4.57 3.72 -2.60  0.08
H 6.75 0.43 3.68  0.33
H 2.25 2.74 -3.82  0.36
H -6.81 2.14 4.17  0.17
H 4.90 1.47 -7.15  0.40
H -3.37 3.82 0.67  0.13
H 4.71 -1.98 -7.35  0.23
H -0.42 -1.58 -3.40  0.04
H -4.79 3.02 5.38  0.13
H 2.71 -1.47 1.50  0.28
H -4.88 1.77 2.73  0.27
H 5.41 -0.67 4.06  0.30
H -3.23 2.02 2.14  0.44
H 5.10 1.05 3.81  0.23
H 6.28 1.35 -6.06  0.39
H 1.78 1.31 -2.03  0.35
H -7.40 0.64 6.00  0.38
H -3.61 -0.25 6.17  0.24
H -2.60 -6.33 -0.81  0.31
H 0.15 -2.48 1.27  -0.13
H -3.72 1.51 6.35  0.29
H 3.25 -3.40 0.45  0.08
H 0.42 -1.57 -1.17  0.36
H -3.62 -1.19 -3.08  0.27

---

Record-wise highest occupied orbital energy values, in eV: -13.95, -8.41, -15.91, -5.64
Record-wise LUMO energy values, in eV: -3.924, 0.297, -6.659, 2.255